(1)
Computed, not measured: 2 unconnected molecules or ions with the total composition C4H7N2 in a non-equilibrium geometry, with the ωB97M-V functional and the def2-TZVPD basis.

The geometry in XYZ format:
```
13
C4H7N2, DFT the ωB97M-V functional and the def2-TZVPD basis
C 0.299 -1.247 -2.792
C 0.698 -0.016 -0.328
C 0.096 0.929 1.953
C -1.176 0.551 1.316
N -0.221 -1.319 -1.699
N 0.010 0.343 0.668
H 1.234 -0.675 -3.040
H -0.056 -1.915 -3.568
H 1.788 -0.031 -0.109
H 0.267 1.920 1.888
H 0.620 0.340 2.790
H -1.763 -0.295 1.807
H -1.796 1.417 1.114
```

charge: +1
gap between HOMO and LUMO (alpha / beta): 9.095 / 9.093 eV

Computed Löwdin charges, given in elementary charges: C -0.1007; C 0.1996; C -0.0232; C -0.0547; N 0.1425; N -0.1108; H 0.1163; H 0.1046; H 0.1320; H 0.0942; H 0.1809; H 0.1753; H 0.1440


(2)
Computed, not measured: a gas-phase ion, C4H7N2 (charge +1) in a non-equilibrium geometry, with the ωB97M-V functional and the def2-TZVPD basis.

The geometry in XYZ format:
```
13
C4H7N2, DFT the ωB97M-V functional and the def2-TZVPD basis
C 0.370 0.639 0.006
C -1.082 1.023 -0.127
C 1.476 1.551 0.196
C -0.482 -1.687 -0.021
N -2.120 0.351 -0.054
N 0.361 -0.612 -0.081
H 1.603 2.112 -0.724
H 2.333 1.045 0.368
H 1.312 2.317 0.998
H -0.512 -2.054 -1.118
H -1.499 -1.177 0.311
H -0.418 -2.490 0.579
H -3.063 0.431 0.162
```

charge: +1
SMILES string: C/N=C(/C)C#[NH+]
gap between HOMO and LUMO: 9.506 eV

Computed Löwdin charges, given in elementary charges: C -0.2892; C 0.1587; C 0.0178; C -0.0289; N 0.2402; N 0.1268; H 0.1140; H 0.0642; H 0.1363; H 0.1676; H 0.1094; H 0.0678; H 0.1155


(3)
Computed, not measured: a gas-phase ion, C4H7N2 (charge +1) in a non-equilibrium geometry, with the ωB97M-V functional and the def2-TZVPD basis.

The geometry in XYZ format:
```
13
C4H7N2, DFT the ωB97M-V functional and the def2-TZVPD basis
C 0.234 -0.068 -1.844
C -1.132 0.051 1.493
C 1.187 0.679 0.269
C -0.548 -0.714 0.328
N 0.152 -0.540 1.541
N 0.251 0.027 -0.532
H -0.329 -0.717 -2.564
H 1.081 0.197 -2.380
H -1.173 1.100 1.285
H -1.884 -0.490 2.025
H 0.951 1.713 0.249
H 2.194 0.272 0.349
H -0.987 -1.509 -0.218
```

charge: +1
gap between HOMO and LUMO (alpha / beta): 8.696 / 8.693 eV

Computed Löwdin charges, given in elementary charges: C 0.2388; C -0.0472; C 0.1636; C -0.2898; N 0.1507; N -0.1327; H 0.1532; H 0.0955; H 0.1184; H 0.1312; H 0.1223; H 0.1392; H 0.1568


(4)
Computed, not measured: a molecular structure, C4H7N2 in a non-equilibrium geometry, with the ωB97M-V functional and the def2-TZVPD basis.

The geometry in XYZ format:
```
13
C4H7N2, DFT the ωB97M-V functional and the def2-TZVPD basis
C 0.452 0.343 -0.884
C 0.413 -0.884 1.255
C -0.656 0.328 -2.522
C -0.013 -0.235 2.458
N 0.312 -0.167 0.200
N 0.411 1.040 -1.983
H 0.487 -1.958 1.221
H -0.431 -0.376 -3.340
H -1.593 0.430 -2.074
H 0.318 0.828 2.431
H -1.090 -0.280 2.371
H 0.271 -0.822 3.321
H 1.118 1.753 -2.454
```

charge: +1
gap between HOMO and LUMO (alpha / beta): 7.833 / 8.093 eV

Computed Löwdin charges, given in elementary charges: C -0.0440; C -0.0870; C 0.1016; C -0.0411; N 0.1646; N 0.0058; H 0.1485; H 0.1123; H 0.0766; H 0.1202; H 0.1069; H 0.0965; H 0.2391


(5)
Computed, not measured: a gas-phase ion, C4H7N2 (charge +1) in a non-equilibrium geometry, with the ωB97M-V functional and the def2-TZVPD basis.

The geometry in XYZ format:
```
13
C4H7N2, DFT the ωB97M-V functional and the def2-TZVPD basis
C 1.552 -0.947 0.591
C 2.333 -0.870 -0.472
C 1.196 1.111 -0.534
C -0.875 -0.027 0.434
N -1.479 -0.784 -0.491
N 0.742 0.181 0.213
H 1.150 -1.296 1.468
H 2.298 1.334 -0.668
H 0.347 1.699 -1.016
H -0.819 -0.500 1.411
H -1.281 0.927 0.528
H -2.032 -0.453 -1.303
H -1.636 -1.819 -0.382
```

charge: +1
gap between HOMO and LUMO: 9.601 eV

Computed Löwdin charges, given in elementary charges: C -0.1086; C 0.3216; C 0.1037; C -0.1768; N 0.0705; N -0.1283; H 0.1010; H 0.1346; H 0.1519; H 0.1325; H 0.1180; H 0.1347; H 0.1453


(6)
Computed, not measured: a molecular structure, C4H7N2 in a non-equilibrium geometry, with the ωB97M-V functional and the def2-TZVPD basis.

The geometry in XYZ format:
```
13
C4H7N2, DFT the ωB97M-V functional and the def2-TZVPD basis
C 1.360 0.244 0.206
C 0.957 -0.945 -0.125
C -0.538 0.634 -0.935
C -0.676 0.239 1.011
N 0.286 1.225 0.179
N -0.605 -0.741 -0.258
H 2.277 0.638 0.534
H 1.486 -1.817 -0.245
H -1.548 1.129 -0.961
H -0.059 0.566 -1.947
H -0.116 -0.293 1.756
H -1.577 0.744 1.272
H -1.247 -1.625 -0.486
```

charge: +1
gap between HOMO and LUMO (alpha / beta): 7.258 / 8.780 eV
spin multiplicity: 3

Computed Löwdin charges, given in elementary charges: C -0.1329; C 0.0280; C -0.1074; C 0.0262; N 0.0454; N 0.0544; H 0.1301; H 0.1144; H 0.1592; H 0.1587; H 0.1276; H 0.1361; H 0.2600


(7)
Computed, not measured: a gas-phase ion, C4H7N2 (charge +1) in a non-equilibrium geometry, with the ωB97M-V functional and the def2-TZVPD basis.

The geometry in XYZ format:
```
13
C4H7N2, DFT the ωB97M-V functional and the def2-TZVPD basis
C 0.063 -0.518 -0.310
C 0.832 -1.528 -0.806
C 0.365 0.066 1.027
C -0.024 1.551 1.211
N -1.592 -0.031 -1.824
N -0.889 0.244 -0.878
H 0.908 -2.177 -1.675
H 1.615 -1.707 -0.099
H -0.358 -0.444 1.742
H 1.359 -0.174 1.374
H 0.374 2.220 0.512
H -0.541 1.766 2.120
H -2.113 0.732 -2.394
```

charge: +1
gap between HOMO and LUMO (alpha / beta): 5.693 / 7.196 eV
spin multiplicity: 3

Computed Löwdin charges, given in elementary charges: C -0.3169; C 0.2439; C -0.2043; C 0.0837; N 0.3026; N 0.1272; H 0.1101; H 0.0899; H 0.1461; H 0.1167; H 0.0408; H 0.0576; H 0.2025


(8)
Computed, not measured: a gas-phase ion, C4H7N2O (charge +1) in a non-equilibrium geometry, with the ωB97M-V functional and the def2-TZVPD basis.

The geometry in XYZ format:
```
14
C4H7N2O, DFT the ωB97M-V functional and the def2-TZVPD basis
C -1.131 0.876 0.817
C 0.183 0.696 0.784
C -1.941 0.006 -0.212
C 2.063 -0.701 -0.157
N 0.075 -0.504 -1.298
N 0.714 -0.199 -0.266
O -1.192 -0.210 -1.373
H -1.598 1.758 1.309
H 0.848 1.383 1.223
H -2.174 -1.034 0.072
H -2.839 0.612 -0.352
H 2.034 -1.498 0.596
H 2.764 0.054 -0.010
H 2.190 -1.239 -1.133
```

charge: +1
SMILES string: C[N+]1=NOCC=C1
gap between HOMO and LUMO: 9.742 eV

Computed Löwdin charges, given in elementary charges: C 0.0419; C 0.0140; C -0.1003; C 0.0418; N 0.1754; N -0.1042; O 0.0196; H 0.1472; H 0.1248; H 0.1493; H 0.1420; H 0.1262; H 0.0900; H 0.1322


(9)
Computed, not measured: a molecular structure, C4H7N2O3P2 in a non-equilibrium geometry, with the ωB97M-V functional and the def2-TZVPD basis.

The geometry in XYZ format:
```
18
C4H7N2O3P2, DFT the ωB97M-V functional and the def2-TZVPD basis
C -0.989 -1.776 -0.197
C -0.600 1.064 0.255
C -2.601 -0.040 0.844
C 2.153 0.771 0.047
N -2.181 -1.102 0.113
N 1.948 -0.755 -0.010
O -0.663 0.823 -0.933
O -3.712 0.252 1.240
O -1.544 0.824 1.148
P 0.458 -1.216 -0.873
P 0.928 1.746 1.014
H 2.018 1.083 -1.022
H 3.041 1.007 0.457
H -3.086 -1.596 0.138
H 1.954 -1.044 0.966
H 0.957 -0.522 -2.112
H 0.943 -2.431 -1.289
H 0.974 2.912 0.216
```

charge: -1
gap between HOMO and LUMO (alpha / beta): 5.898 / 5.898 eV

Computed Löwdin charges, given in elementary charges: C -0.4009; C -0.7608; C -0.5636; C -0.5109; N -0.0603; N -0.2785; O -0.1059; O 0.0367; O 0.0288; P 0.6066; P 0.9316; H 0.0589; H -0.0046; H 0.1274; H 0.0377; H -0.0090; H -0.0659; H -0.0673


(10)
Computed, not measured: 2 unconnected molecules or ions with the total composition C4H7N2O4 in a non-equilibrium geometry, with the ωB97M-V functional and the def2-TZVPD basis.

The geometry in XYZ format:
```
17
C4H7N2O4, DFT the ωB97M-V functional and the def2-TZVPD basis
C 0.251 1.865 0.551
C 0.273 0.472 1.035
C -2.638 0.035 0.002
C 1.171 -2.116 -0.051
N 0.544 0.586 -1.413
N -0.357 -0.187 0.092
O -2.700 0.451 1.090
O 1.048 1.701 -0.703
O -2.877 -0.259 -1.088
O -0.162 -1.539 0.042
H 0.888 2.716 0.945
H -0.860 2.284 0.447
H 1.203 -0.009 1.388
H 1.715 -2.449 0.963
H 1.669 -1.367 -0.728
H 1.062 -3.004 -0.537
H -0.231 0.820 -2.033
```

charge: -1
gap between HOMO and LUMO (alpha / beta): 3.418 / 7.852 eV
spin multiplicity: 3

Computed Löwdin charges, given in elementary charges: C -0.2039; C -0.2357; C -0.5202; C -0.1202; N 0.0079; N -0.2265; O 0.1021; O -0.2770; O 0.1452; O -0.2119; H 0.1054; H 0.1258; H 0.0885; H 0.1026; H 0.0754; H 0.0146; H 0.0279


(11)
Computed, not measured: a molecular structure, C4H7N2P in a non-equilibrium geometry, with the ωB97M-V functional and the def2-TZVPD basis.

The geometry in XYZ format:
```
14
C4H7N2P, DFT the ωB97M-V functional and the def2-TZVPD basis
C 2.866 -0.690 -0.072
C 2.958 0.612 0.401
C -0.275 -0.190 -0.269
C -1.678 0.024 0.246
N 1.832 -1.543 -0.181
N 0.470 -1.353 0.012
P 1.192 1.068 0.063
H 3.884 -1.157 0.013
H -1.889 -0.866 0.941
H -1.643 1.033 0.859
H -2.510 0.056 -0.417
H 0.088 -2.179 0.310
H 1.366 1.813 -1.165
H 0.627 2.106 0.893
```

charge: 0
gap between HOMO and LUMO (alpha / beta): 7.367 / 7.125 eV

Computed Löwdin charges, given in elementary charges: C -0.4539; C -0.2492; C -0.3502; C -0.1248; N -0.0290; N -0.0721; P 0.9023; H 0.0849; H 0.0907; H 0.0980; H 0.0425; H 0.0996; H -0.0112; H -0.0277


(12)
Computed, not measured: a molecular structure, C4H7N2P3 in a non-equilibrium geometry, with the ωB97M-V functional and the def2-TZVPD basis.

The geometry in XYZ format:
```
16
C4H7N2P3, DFT the ωB97M-V functional and the def2-TZVPD basis
C 0.326 -0.178 -0.905
C 0.122 -0.255 0.413
C 1.523 1.793 0.942
C 0.487 0.765 1.419
N -0.610 -2.787 -1.103
N -2.952 -1.754 -1.355
P -0.131 -1.507 -2.158
P -2.168 -0.581 -2.048
P -2.147 -3.091 -0.817
H 0.472 0.859 -1.317
H -0.399 -1.269 0.727
H 1.582 2.493 1.776
H 1.076 2.344 0.067
H 2.516 1.479 0.580
H -0.424 1.437 1.393
H 0.726 0.252 2.389
```

charge: 0
gap between HOMO and LUMO: 7.151 eV

Computed Löwdin charges, given in elementary charges: C -0.4470; C -0.2475; C -0.1306; C -0.2699; N -0.6650; N -0.7144; P 0.5803; P 0.6250; P 0.6212; H 0.0650; H 0.1039; H 0.0674; H 0.0754; H 0.0814; H 0.1309; H 0.1238


In eV, the electronic energy values for the records above are, in order, -7228.8625 -7230.6616 -7228.7968 -7229.9146 -7228.5107 -7226.0952 -7228.1115 -9278.2179 -31958.1293 -15423.2769 -16523.0242 -35106.4509.